[1]
102
Properties=species:S:1:pos:R:3:mulliken_charge:R:1 method="wB97M-V/def2-TZVPD" de_lowest_kj_mol=256.3 orbital_gap_ev=5.6 total_energy_ha=-3121.05935 total_charge=+1 e_homo_ev=-9.343
In -0.104 0.121 0.047 0.761
C -5.275 0.379 -1.352 -0.751
N -4.437 -0.640 -1.949 0.120
C -5.026 -1.298 -3.091 -1.085
C -3.168 -0.760 -1.524 0.515
O -2.721 -0.035 -0.647 0.259
C -2.307 -1.820 -2.214 -1.769
O -1.058 -1.996 -1.607 0.078
C -0.825 -3.217 -0.949 -1.901
C -1.079 -3.118 0.558 1.002
O -1.382 -2.038 1.058 -0.165
N -0.954 -4.233 1.283 0.134
C -1.040 -4.158 2.729 -0.840
C -0.479 -5.498 0.772 -0.940
H -6.296 0.008 -1.280 0.491
H -5.272 1.292 -1.951 0.276
H -4.892 0.609 -0.361 0.000
H -6.008 -1.688 -2.819 0.330
H -4.419 -2.118 -3.454 0.428
H -5.155 -0.582 -3.907 0.330
H -2.108 -1.455 -3.230 0.453
H -2.851 -2.770 -2.274 0.559
H 0.239 -3.437 -1.090 0.480
H -1.422 -4.022 -1.396 0.607
H -1.314 -3.143 3.004 0.079
H -0.071 -4.400 3.168 0.329
H -1.796 -4.855 3.094 0.350
H -0.853 -5.699 -0.228 0.325
H -0.831 -6.290 1.431 0.363
H 0.613 -5.526 0.753 0.288
C 3.718 -3.055 3.758 -0.899
S 2.512 -3.862 2.661 -0.035
C 2.045 -2.419 1.710 -0.048
S 1.384 -1.086 2.489 -0.209
N 2.352 -2.503 0.466 -1.375
N 1.972 -1.683 -0.480 1.145
C 2.838 -1.282 -1.342 -1.137
C 2.439 -0.645 -2.570 1.190
C 3.392 -0.411 -3.573 -1.127
C 2.978 0.077 -4.794 -0.469
C 1.624 0.309 -4.989 -1.083
C 0.760 0.084 -3.926 -0.277
N 1.144 -0.356 -2.744 0.471
H 4.111 -3.825 4.415 0.388
H 4.512 -2.638 3.145 0.298
H 3.216 -2.279 4.327 0.195
H 3.897 -1.512 -1.206 0.331
H 4.431 -0.636 -3.393 0.480
H 3.687 0.264 -5.587 0.437
H 1.253 0.658 -5.938 0.475
H -0.299 0.282 -4.028 0.519
C 1.607 2.017 3.715 -1.800
C 0.590 3.116 3.399 2.614
C 0.204 3.825 4.705 -1.808
C 1.298 4.122 2.487 -2.095
Si -1.063 2.416 2.567 -1.455
C -1.983 3.683 1.369 2.742
C -3.239 3.046 0.771 -1.992
C -2.381 4.944 2.143 -1.726
C -1.084 4.081 0.198 -1.851
C -2.209 1.267 3.677 2.708
C -1.350 0.407 4.608 -2.017
C -3.072 0.326 2.832 -2.124
C -3.132 2.152 4.531 -1.712
H 2.512 2.472 4.114 0.579
H 1.874 1.464 2.818 0.209
H 1.244 1.311 4.453 0.356
H 1.108 4.170 5.204 0.522
H -0.312 3.159 5.388 0.322
H -0.432 4.688 4.522 0.352
H 2.236 4.423 2.951 0.637
H 0.711 5.023 2.337 0.383
H 1.539 3.676 1.524 0.342
H -4.023 2.923 1.514 0.447
H -2.998 2.084 0.327 0.188
H -3.628 3.695 -0.011 0.685
H -3.123 4.733 2.908 0.336
H -2.810 5.662 1.445 0.512
H -1.526 5.415 2.617 0.367
H -0.678 3.191 -0.278 0.090
H -0.272 4.729 0.501 0.404
H -1.671 4.625 -0.541 0.630
H -0.671 -0.221 4.035 0.238
H -1.996 -0.240 5.198 0.585
H -0.774 1.015 5.300 0.392
H -2.460 -0.292 2.179 0.328
H -3.792 0.868 2.228 0.260
H -3.632 -0.330 3.497 0.631
H -2.572 2.852 5.147 0.328
H -3.713 1.515 5.195 0.525
H -3.830 2.717 3.917 0.363
C -1.071 4.175 -4.156 -0.528
C -2.136 3.416 -3.697 -0.971
C -1.882 2.428 -2.759 -0.419
N -0.678 2.184 -2.268 0.803
C 0.338 2.904 -2.720 -0.195
C 0.199 3.903 -3.670 -0.956
H -1.232 4.968 -4.869 0.454
H -3.139 3.597 -4.051 0.521
H -2.680 1.812 -2.368 0.541
H 1.299 2.671 -2.280 0.366
H 1.057 4.458 -4.017 0.515

=====

[2]
101
Properties=species:S:1:pos:R:3:mulliken_charge:R:1 method="wB97M-V/def2-TZVPD" smiles="COCCCCCCCCCCCC1=CC(=O)c2c(CCCCOC)cccc2C1=O.CCOS(C)(=O)=O.CCOS(C)(=O)=O" orbital_gap_ev=8.6 total_energy_ha=-2839.69293 e_homo_ev=-9.178
C 5.375 1.198 2.209 -0.605
O 3.953 1.337 2.322 -0.434
C 3.348 0.146 2.784 -0.673
C 3.128 -0.902 1.664 -0.786
C 2.552 -0.286 0.374 -0.421
C 1.004 -0.304 0.318 -0.736
C 0.578 0.163 -1.096 -0.459
C -0.860 0.736 -1.048 -0.347
C -1.577 0.703 -2.407 -0.730
C -3.071 1.125 -2.330 -0.375
C -3.170 2.639 -2.073 -0.418
C -4.611 3.093 -1.647 -0.997
C -4.615 3.924 -0.319 -1.058
C -5.108 3.003 0.808 0.674
C -4.467 1.859 1.020 -0.243
C -4.994 0.946 2.093 0.012
O -4.275 0.266 2.802 -0.582
C -6.508 0.946 2.207 0.614
C -7.211 -0.217 2.487 0.720
C -6.534 -1.572 2.685 -1.222
C -5.650 -1.935 1.449 -0.148
C -5.890 -3.367 0.891 -0.688
C -4.596 -4.206 0.750 -0.733
O -4.200 -4.401 -0.602 -0.483
C -3.524 -3.270 -1.135 -0.482
C -8.590 -0.113 2.545 -0.943
C -9.243 1.080 2.369 -0.767
C -8.545 2.238 2.088 -0.843
C -7.179 2.142 1.999 0.685
C -6.317 3.344 1.649 -0.177
O -6.562 4.469 2.038 -0.571
H 5.625 0.143 2.075 0.271
H 5.847 1.599 3.117 0.254
H 5.695 1.829 1.374 0.292
H 2.368 0.394 3.210 0.432
H 3.981 -0.320 3.556 0.376
H 4.118 -1.305 1.409 0.303
H 2.472 -1.701 2.026 0.402
H 2.884 0.742 0.201 0.387
H 2.895 -0.876 -0.490 0.225
H 0.605 0.372 1.086 0.362
H 0.607 -1.311 0.504 0.306
H 1.228 1.020 -1.326 0.320
H 0.708 -0.613 -1.854 0.274
H -0.775 1.773 -0.698 0.197
H -1.478 0.187 -0.319 0.095
H -1.093 1.433 -3.077 0.191
H -1.468 -0.272 -2.899 0.467
H -3.507 0.845 -3.301 0.358
H -3.586 0.514 -1.577 0.081
H -2.845 3.192 -2.958 0.501
H -2.531 2.863 -1.212 0.064
H -5.240 2.202 -1.543 0.477
H -5.044 3.670 -2.473 0.467
H -5.405 4.673 -0.455 0.310
H -3.642 4.367 -0.104 0.485
H -3.606 1.531 0.442 0.488
H -7.353 -2.300 2.682 0.494
H -5.966 -1.585 3.617 0.255
H -5.797 -1.198 0.646 0.280
H -4.588 -1.856 1.703 0.325
H -6.564 -3.900 1.572 0.470
H -6.347 -3.320 -0.104 0.326
H -3.756 -3.773 1.315 0.477
H -4.766 -5.211 1.154 0.294
H -2.589 -3.604 -1.601 0.349
H -3.277 -2.521 -0.370 0.086
H -4.136 -2.777 -1.903 0.270
H -9.183 -1.007 2.734 0.331
H -10.327 1.147 2.408 0.393
H -9.053 3.185 1.934 0.503
C 2.405 0.880 -5.929 -0.707
C 2.273 -0.379 -6.763 -0.341
O 2.922 -1.505 -6.145 -0.300
S 2.166 -2.240 -4.951 1.230
C 3.168 -3.688 -4.915 -1.048
O 0.847 -2.590 -5.383 -0.686
O 2.375 -1.501 -3.745 -0.482
H 1.840 0.799 -5.000 0.032
H 2.030 1.742 -6.482 0.391
H 3.447 1.056 -5.660 0.259
H 1.226 -0.610 -6.967 0.321
H 2.764 -0.236 -7.724 0.289
H 3.055 -4.216 -5.858 0.352
H 2.820 -4.307 -4.091 0.370
H 4.202 -3.394 -4.753 0.320
C 10.787 2.195 4.507 -0.993
C 10.635 1.950 3.018 -0.302
O 10.821 0.564 2.678 -0.297
S 9.612 -0.440 2.944 1.195
C 10.230 -1.783 1.986 -0.975
O 8.434 0.081 2.320 -0.583
O 9.612 -0.817 4.322 -0.615
H 9.972 1.735 5.066 0.295
H 10.782 3.265 4.717 0.389
H 11.718 1.764 4.875 0.269
H 9.669 2.304 2.655 0.298
H 11.404 2.500 2.477 0.274
H 10.288 -1.474 0.945 0.313
H 9.535 -2.612 2.096 0.369
H 11.210 -2.062 2.365 0.341